This record from the OMol25 dataset describes a molecular structure, C18H36N7O5Ru. The level of theory is wB97M-V/def2-TZVPD.

XYZ file:
```
67
C18H36N7O5Ru, DFT wB97M-V/def2-TZVPD
Ru -0.571 -0.495 -0.373
C -1.456 -1.834 5.180
O -1.776 -1.756 3.776
C -0.823 -1.646 2.851
O -1.195 -1.522 1.686
N 0.450 -1.651 3.292
N 1.495 -1.498 2.368
H -2.409 -1.862 5.692
H -0.895 -0.956 5.495
H -0.909 -2.750 5.405
H 0.657 -2.085 4.178
H 1.726 -2.389 1.942
H 2.307 -1.158 2.867
C 0.103 2.519 -0.676
N -0.722 1.603 0.139
C -0.182 1.594 1.522
C -2.117 2.086 0.155
C -3.078 1.134 0.825
N -3.201 -0.137 0.106
C -3.893 -0.012 -1.138
C -3.861 -1.181 0.930
H 0.115 3.518 -0.232
H -0.294 2.587 -1.684
H 1.121 2.155 -0.731
H -0.246 2.593 1.968
H 0.861 1.293 1.494
H -0.728 0.891 2.139
H -2.418 2.303 -0.872
H -2.162 3.035 0.699
H -4.051 1.629 0.928
H -2.737 0.909 1.834
H -4.532 0.865 -1.243
H -4.445 -0.920 -1.357
H -2.836 0.988 -2.595
H -4.915 -0.942 1.097
H -3.359 -1.257 1.885
H -3.777 -2.143 0.429
N -3.555 -0.983 -4.148
C -2.615 -0.977 -3.180
O -2.863 0.110 -2.169
C -1.160 -0.965 -3.461
C -0.335 -0.117 -2.472
H -4.494 -1.297 -3.938
H -3.237 -1.293 -5.058
H -1.020 -0.621 -4.497
H -0.796 -1.997 -3.440
H -0.577 0.941 -2.593
H 0.712 -0.238 -2.730
O 4.777 3.511 1.147
C 5.449 2.703 0.204
N 4.561 1.569 0.033
C 4.741 0.663 -0.953
O 5.646 0.722 -1.758
C 3.717 -0.440 -1.037
C 4.084 -1.650 -1.612
C 3.133 -2.641 -1.747
C 1.838 -2.392 -1.323
N 1.469 -1.227 -0.789
C 2.404 -0.269 -0.650
H 5.348 4.243 1.402
H 6.425 2.377 0.567
H 5.580 3.198 -0.757
H 3.905 1.424 0.781
H 5.105 -1.786 -1.949
H 3.380 -3.597 -2.188
H 1.066 -3.147 -1.419
H 2.066 0.668 -0.245
```

Summary:
**2S+1**: 2
**HOMO-LUMO gap (alpha / beta)**: 8.21 / 7.35 eV
**HOMO energy (alpha / beta)**: -13.361 / -13.380 eV
**Total charge**: +2

These are the Mulliken partial charges, in e, on atoms 1 to 2: number 1, Ru, carries 0.5877; number 2, C, carries -0.8972



This record from the OMol25 dataset describes a molecular structure, C12H18Cl5IN3O4PPdS2. The level of theory is wB97M-V/def2-TZVPD.

XYZ file:
```
47
C12H18Cl5IN3O4PPdS2, DFT wB97M-V/def2-TZVPD
Pd 0.945 2.377 2.342
Cl 3.777 1.747 0.639
C 3.099 0.457 1.581
C 2.013 0.707 2.414
C 1.518 -0.384 3.130
Cl 0.199 -0.119 4.219
C 2.047 -1.662 3.006
Cl 1.384 -2.984 3.908
C 3.113 -1.884 2.143
Cl 3.775 -3.474 1.966
C 3.642 -0.817 1.433
Cl 4.963 -1.096 0.346
C 0.964 1.648 -1.423
N -0.098 0.753 -1.875
C -1.071 1.421 -2.715
P -0.420 -0.620 -1.001
O 0.749 -1.031 -0.194
N -1.830 -0.637 -0.127
C -1.724 -0.881 1.315
C -2.952 0.238 -0.442
N -0.794 -1.678 -2.276
C 0.349 -1.969 -3.131
C -1.502 -2.901 -1.925
H 1.575 1.934 -2.289
H 1.591 1.127 -0.709
H 0.561 2.539 -0.941
H -0.542 1.923 -3.534
H -1.636 2.179 -2.162
H -1.756 0.697 -3.156
H -0.848 -1.489 1.523
H -2.619 -1.423 1.639
H -1.646 0.057 1.868
H -3.107 0.296 -1.518
H -2.816 1.242 -0.034
H -3.859 -0.199 -0.009
H 0.882 -1.047 -3.355
H 0.001 -2.413 -4.069
H 1.050 -2.665 -2.653
H -2.397 -2.661 -1.357
H -0.883 -3.585 -1.327
H -1.787 -3.422 -2.844
O -2.521 3.713 0.649
S -1.377 3.313 1.451
O -0.775 2.017 0.924
O -0.228 4.261 1.414
S -1.795 2.973 3.383
I 2.789 3.423 3.773
```

Summary:
**2S+1**: 1
**HOMO-LUMO gap**: 5.74 eV
**HOMO energy**: -1.530 eV
**Total charge**: -2

These are the Mulliken partial charges, in e, on atoms 1 to 2: number 1, Pd, carries -0.6161; number 2, Cl, carries -0.1734



This record from the OMol25 dataset describes a molecular structure, C14H7BBr2CaCl6F3KMgN4NaO10S. The level of theory is wB97M-V/def2-TZVPD.

XYZ file:
```
52
C14H7BBr2CaCl6F3KMgN4NaO10S, DFT wB97M-V/def2-TZVPD
N -0.114 2.285 0.481
C -0.485 1.013 1.074
C -0.989 -0.061 0.316
C -1.115 0.105 -1.194
C -2.530 0.106 -1.734
O -3.396 0.865 -1.465
F -2.775 -0.849 -2.655
C -1.285 -1.225 1.019
Br -1.875 -2.677 -0.044
C -1.081 -1.354 2.410
N -1.366 -2.622 3.018
C -2.565 -2.785 3.236
O -3.716 -2.853 3.275
C -0.556 -0.329 3.198
N -0.263 -0.362 4.563
S 0.367 1.199 4.834
N 0.251 1.947 3.312
C -0.279 0.893 2.448
H -0.291 3.016 1.150
H -0.712 2.492 -0.312
H -0.560 0.995 -1.499
H -0.587 -0.735 -1.657
Mg 2.056 1.444 1.914
O 3.272 2.605 4.059
H 3.862 2.598 4.815
C 0.641 -2.305 -2.962
Cl 1.220 -0.695 -3.413
Cl 1.126 -2.719 -1.315
H -0.444 -2.313 -3.025
H 1.057 -3.039 -3.642
B 6.134 -1.590 -2.693
O 4.783 -1.553 -2.042
C 4.778 -0.566 -1.178
O 3.837 -0.256 -0.477
C 6.134 0.127 -1.194
O 6.442 1.071 -0.513
O 6.904 -0.472 -2.071
F 6.005 -1.388 -4.063
F 6.752 -2.806 -2.439
Ca -1.789 1.307 6.328
C 2.533 1.867 -6.084
O 1.963 1.928 -7.162
O 3.668 1.379 -5.891
O 2.078 2.280 -4.993
Na 0.779 4.432 2.787
C -6.366 0.188 1.152
Cl -6.895 1.587 0.173
Cl -7.143 -1.299 0.529
Cl -4.621 0.009 1.043
Cl -6.816 0.417 2.837
Br -6.342 -0.747 5.364
K -9.674 -0.655 0.470
```

Summary:
**2S+1**: 1
**HOMO-LUMO gap**: 3.30 eV
**HOMO energy**: -9.614 eV
**Total charge**: +1

These are the Mulliken partial charges, in e, on atoms 1 to 2: number 1, N, carries -0.5348; number 2, C, carries -0.0411



This record from the OMol25 dataset describes a single C2H4N4 molecule. The level of theory is wB97M-V/def2-TZVPD.

XYZ file:
```
10
C2H4N4, DFT wB97M-V/def2-TZVPD
C 1.348 -0.220 -0.026
C -0.084 -0.168 0.025
N -0.623 -1.312 -0.108
N -1.968 -0.960 0.027
N -2.184 0.237 0.021
N -0.893 0.890 -0.064
H 1.737 -1.259 -0.220
H 1.717 0.070 0.980
H 1.901 0.750 -0.488
H -0.953 1.972 -0.146
```

Summary:
**2S+1**: 1
**HOMO-LUMO gap**: 11.06 eV
**HOMO energy**: -10.418 eV
**SMILES**: Cc1nnn[nH]1

These are the Mulliken partial charges, in e, on atoms 1 to 2: number 1, C, carries -0.8196; number 2, C, carries 0.4842



This record from the OMol25 dataset describes a molecular structure, C17H22N2O2S. The level of theory is wB97M-V/def2-TZVPD.

XYZ file:
```
44
C17H22N2O2S, DFT wB97M-V/def2-TZVPD
O 3.266 0.938 -0.549
C 2.417 0.171 -0.399
N 1.129 0.052 -1.030
H 0.634 -0.643 -0.636
C 0.917 1.209 -1.846
H 0.328 0.690 -2.548
H 1.728 1.653 -1.851
C -0.187 1.969 -1.086
C 0.213 2.051 0.389
C 0.629 3.240 1.187
C 0.711 2.563 2.486
C 0.518 1.282 2.406
O 0.252 1.159 1.231
H 0.407 0.637 3.305
H 1.235 3.323 3.225
H 0.807 4.124 0.947
N -1.524 1.742 -1.109
C -2.493 2.626 -0.611
C -4.057 2.391 -1.362
C -4.461 0.927 -0.732
C -3.331 -0.072 -1.370
C -2.049 0.139 -0.596
H -1.388 -0.513 -1.076
H -2.083 0.150 0.529
H -3.730 -1.132 -1.229
H -3.401 0.004 -2.404
H -5.256 0.893 -1.226
H -4.645 0.886 0.175
H -3.847 2.373 -2.225
H -4.623 3.189 -0.828
H -2.257 3.552 -1.118
H -2.501 2.640 0.286
H -0.166 2.993 -1.386
C 2.899 -1.014 0.642
C 1.992 -2.268 0.484
C 0.539 -2.565 1.060
S -0.008 -3.914 0.449
C 1.188 -4.348 -0.184
C 2.204 -3.397 -0.414
H 3.078 -3.572 -0.937
H 1.217 -5.128 -0.833
H 0.206 -2.002 2.018
H 3.923 -1.390 0.587
H 2.762 -0.589 1.684
```

Summary:
**2S+1**: 1
**HOMO-LUMO gap**: 8.47 eV
**HOMO energy**: -7.915 eV

These are the Mulliken partial charges, in e, on atoms 1 to 2: number 1, O, carries -0.5447; number 2, C, carries 0.5445



This record from the OMol25 dataset describes a single C6H6Cl2O2 molecule. The level of theory is wB97M-V/def2-TZVPD.

XYZ file:
```
16
C6H6Cl2O2, DFT wB97M-V/def2-TZVPD
C 1.167 0.583 -0.251
C 0.644 -0.301 -1.085
C 2.499 1.007 -0.661
C 1.929 -0.354 -2.404
C 0.644 1.118 1.103
C -0.451 -1.240 -1.138
O 3.275 1.784 -0.202
O 2.870 0.357 -1.842
Cl 2.286 -2.051 -2.658
Cl 1.224 0.333 -3.898
H 1.662 1.079 1.677
H -0.090 0.487 1.492
H 0.359 2.248 1.200
H -0.178 -2.312 -1.170
H -0.990 -1.111 -2.121
H -1.124 -1.218 -0.208
```

Summary:
**2S+1**: 3
**HOMO-LUMO gap (alpha / beta)**: 6.90 / 6.86 eV
**HOMO energy (alpha / beta)**: -6.370 / -10.370 eV

These are the Mulliken partial charges, in e, on atoms 1 to 2: number 1, C, carries 0.5978; number 2, C, carries 0.0392



This record from the OMol25 dataset describes 2 unconnected molecules or ions with the total composition C3H4S4. The level of theory is wB97M-V/def2-TZVPD.

XYZ file:
```
11
C3H4S4, DFT wB97M-V/def2-TZVPD
C 0.405 -1.618 0.332
C -0.353 -2.159 1.087
C -0.089 0.955 -0.508
S -2.151 1.544 1.399
S -1.753 0.856 -0.368
S 0.871 0.669 -1.989
S 0.684 1.859 0.860
H 1.108 -1.186 -0.256
H -0.890 -2.676 1.751
H 0.550 -0.625 -2.304
H 1.618 2.382 -0.004
```

Summary:
**2S+1**: 1
**HOMO-LUMO gap (alpha / beta)**: 7.17 / 7.17 eV
**HOMO energy (alpha / beta)**: -8.353 / -8.354 eV

These are the Mulliken partial charges, in e, on atoms 1 to 2: number 1, C, carries -0.3600; number 2, C, carries -0.7958



This record from the OMol25 dataset describes 3 unconnected molecules or ions with the total composition CH3FINS. The level of theory is wB97M-V/def2-TZVPD.

XYZ file:
```
8
CH3FINS, DFT wB97M-V/def2-TZVPD
C 1.728 0.271 0.054
N 0.546 0.721 0.099
F -0.246 -0.672 -0.842
S -0.380 1.787 0.688
I -3.754 -0.795 0.135
H 2.389 0.848 0.552
H 2.033 -0.505 -0.482
H -2.316 -1.656 -0.203
```

Summary:
**2S+1**: 1
**HOMO-LUMO gap (alpha / beta)**: 7.68 / 7.67 eV
**HOMO energy (alpha / beta)**: -9.465 / -9.465 eV

These are the Mulliken partial charges, in e, on atoms 1 to 2: number 1, C, carries -0.2550; number 2, N, carries 0.1391



We obtain max |F| values of 1.874 0.821 2.864 5.201 17.703 9.198 3.412 4.044 eV/Å for the records listed above, in that order.